Record 1
The following is a DFT calculation (ωB97M-V/def2-TZVPD) of a 2-piece molecular cluster, C6H13N overall.

XYZ file:
```
20
C6H13N ωB97M-V/def2-TZVPD
N 0.926 -0.209 0.643
C -0.321 -0.899 0.378
C 0.898 2.390 0.298
C -2.036 -1.568 -1.331
C 1.648 -0.373 1.756
C 1.308 0.961 -0.004
C -0.794 -0.730 -1.063
H -0.179 2.426 0.038
H 0.011 -1.031 -1.742
H -0.143 -1.966 0.560
H -2.377 -1.422 -2.360
H 0.982 3.073 1.149
H 1.427 -1.309 2.269
H -1.084 -0.538 1.092
H 2.724 -0.166 1.641
H -1.017 0.326 -1.258
H -1.834 -2.638 -1.194
H -2.849 -1.284 -0.654
H 0.747 1.426 2.617
H 1.466 2.835 -0.510
```

Results
Spin multiplicity: 1
Charge: 0
Relative energy (zero: lowest compared OMol25 entry of this formula, charge and spin) in kcal/mol: 191.3
Highest occupied orbital energy (alpha / beta) in Ha: -0.2609 / -0.2781

---

Record 2
The following is a DFT calculation (ωB97M-V/def2-TZVPD) of C2H4O4STl as an isolated structure.

XYZ file:
```
12
C2H4O4STl ωB97M-V/def2-TZVPD
Tl 0.736 0.280 -1.273
S 2.761 -0.639 0.057
O 4.119 -0.546 -0.590
O -1.077 -0.007 -0.637
O 2.092 0.809 0.003
O 1.767 -1.341 -0.988
C -1.514 -0.449 0.689
C -1.801 0.903 0.216
H -0.726 -0.725 1.389
H -2.343 -1.158 0.699
H -2.795 1.132 -0.169
H -1.219 1.743 0.604
```

Results
Spin multiplicity: 1
Charge: +1
Relative energy (zero: lowest compared OMol25 entry of this formula, charge and spin) in kcal/mol: 10.8
Highest occupied orbital energy (alpha / beta) in Ha: -0.5171 / -0.5170

---

Record 3
The following is a DFT calculation (ωB97M-V/def2-TZVPD) of a single C4H8Cl2NP molecule.

XYZ file:
```
16
C4H8Cl2NP ωB97M-V/def2-TZVPD
Cl 3.988 -1.312 -0.116
Cl 3.292 1.789 -0.219
P 2.322 -0.328 0.131
N 1.695 -0.664 1.505
C 1.055 -0.162 -1.289
C 0.247 -0.285 1.690
C -0.743 -0.194 0.460
C -0.094 0.568 -0.600
H -0.118 -0.966 2.420
H 0.179 1.537 -0.363
H -0.786 0.794 -1.520
H -1.641 0.360 0.769
H 1.306 0.478 -2.121
H 0.531 -1.057 -1.577
H -1.113 -1.166 0.071
H 0.225 0.758 2.092
```

Results
SMILES: ClP1(Cl)=NCCCC1
Spin multiplicity: 1
Charge: 0
Relative energy (zero: lowest compared OMol25 entry of this formula, charge and spin) in kcal/mol: 0.0
Highest occupied orbital energy in Ha: -0.3480

---

Record 4
The following is a DFT calculation (ωB97M-V/def2-TZVPD) of C18H21MoN5O5 as an isolated structure.

XYZ file:
```
50
C18H21MoN5O5 ωB97M-V/def2-TZVPD
Mo -0.198 0.076 0.237
O 1.073 1.578 -5.796
O -2.711 2.940 -1.743
O 2.940 -1.201 -2.090
O -0.627 3.074 0.295
O 1.391 -0.997 -0.492
N 0.076 0.855 -1.817
N 0.747 -0.556 2.073
N 1.187 1.648 0.699
N -0.788 -2.079 0.511
N -2.229 -0.059 -0.382
C 0.699 1.400 -4.539
C 1.174 -2.269 3.661
C 1.483 0.522 -3.756
C -0.144 2.025 1.059
C -1.749 2.401 -2.076
C -2.088 -2.480 -0.087
C -0.678 1.731 -2.584
C -0.662 -2.498 1.928
C 2.523 -0.290 3.626
C -2.221 0.133 1.027
C -2.591 -1.363 -0.987
C 2.168 1.377 1.764
C 1.127 0.285 -2.458
C 1.935 -0.715 -1.655
C 0.464 -1.763 2.591
C -0.393 2.004 -3.955
C 1.787 0.148 2.539
C 2.202 -1.508 4.201
H -1.028 2.687 -4.504
H 3.350 0.301 3.995
H -2.797 -2.669 0.717
H -3.674 -1.429 -1.112
H -1.989 -3.409 -0.649
H 1.569 2.194 -0.069
H 0.502 2.190 -6.280
H 0.935 -3.245 4.060
H 2.769 -1.879 5.044
H 2.264 2.247 2.419
H -0.860 3.837 0.838
H -2.638 -0.676 1.610
H -2.125 -1.398 -1.973
H -2.618 1.097 1.321
H 3.136 1.201 1.292
H -0.015 -2.495 -0.011
H 2.348 0.022 -4.167
H -2.630 0.708 -0.907
H -0.518 -3.577 2.004
H -0.284 2.129 2.134
H -1.594 -2.257 2.441
```

Results
Spin multiplicity: 3
Charge: +2
Relative energy (zero: lowest compared OMol25 entry of this formula, charge and spin) in kcal/mol: 0.5
Highest occupied orbital energy (alpha / beta) in Ha: -0.4798 / -0.5663

---

Question: Among the records above, which one has the highest relative energy (zero: lowest compared OMol25 entry of this formula, charge and spin)?
Answer: C6H13N

---

Please write out number 3 again, unchanged.
The following is a DFT calculation (ωB97M-V/def2-TZVPD) of a single C4H8Cl2NP molecule.

XYZ file:
```
16
C4H8Cl2NP ωB97M-V/def2-TZVPD
Cl 3.988 -1.312 -0.116
Cl 3.292 1.789 -0.219
P 2.322 -0.328 0.131
N 1.695 -0.664 1.505
C 1.055 -0.162 -1.289
C 0.247 -0.285 1.690
C -0.743 -0.194 0.460
C -0.094 0.568 -0.600
H -0.118 -0.966 2.420
H 0.179 1.537 -0.363
H -0.786 0.794 -1.520
H -1.641 0.360 0.769
H 1.306 0.478 -2.121
H 0.531 -1.057 -1.577
H -1.113 -1.166 0.071
H 0.225 0.758 2.092
```

Results
SMILES: ClP1(Cl)=NCCCC1
Spin multiplicity: 1
Charge: 0
Relative energy (zero: lowest compared OMol25 entry of this formula, charge and spin) in kcal/mol: 0.0
Highest occupied orbital energy in Ha: -0.3480